1.
Computed, not measured: a 2-piece molecular cluster, C11H6ClF5IO7 overall, with ωB97M-V with the def2-TZVPD basis set.

The geometry in XYZ format:
```
31
C11H6ClF5IO7 ωB97M-V with the def2-TZVPD basis set
O 3.46 -1.11 2.43
C 3.30 -0.15 1.50
O 3.52 1.33 1.61
C 2.77 2.08 0.55
I 4.41 2.81 -0.73
C 1.83 0.84 0.04
C 0.85 1.02 -1.27
F 1.24 0.15 -2.43
F 0.72 2.41 -1.76
C -0.66 0.51 -0.77
C -1.08 -1.09 -0.98
C -2.57 -1.54 -0.44
C -3.56 -0.42 0.27
C -3.10 1.16 0.45
C -4.04 2.31 1.17
F -3.19 3.52 1.47
F -5.17 2.79 0.33
F -4.63 1.90 2.47
C -1.62 1.65 -0.09
O 2.81 -0.26 0.09
H 1.98 2.84 0.98
H 1.08 0.62 0.92
H -0.30 -1.83 -1.49
H -2.87 -2.68 -0.57
H -4.61 -0.80 0.68
H -1.23 2.75 0.01
O 1.84 -5.38 -1.62
Cl 2.13 -4.16 -0.89
O 3.42 -3.64 -1.31
O 2.16 -4.44 0.53
O 1.10 -3.18 -1.16
```

Summary:
E_LUMO: 0.045 Eh
Highest occupied orbital energy: -6.0 eV
Multiplicity: 1
Total charge: -1

***

2.
Computed, not measured: a 6-piece molecular cluster, CH13O5S overall, with ωB97M-V with the def2-TZVPD basis set.

The geometry in XYZ format:
```
20
CH13O5S ωB97M-V with the def2-TZVPD basis set
C -1.05 -3.03 -0.40
S 0.47 -2.05 -0.14
H -1.47 -3.29 0.57
H -1.85 -2.56 -0.99
H -0.82 -3.91 -1.00
H 2.97 -0.29 0.29
H 2.51 -0.37 -1.11
O 3.17 0.09 -0.58
H -0.21 0.57 -2.25
H -0.20 -0.25 -0.95
O -0.54 0.61 -1.37
H -0.66 -0.30 1.48
H 0.14 0.76 2.16
O -0.73 0.38 2.17
H -1.72 1.82 1.02
H -1.41 2.21 -0.33
O -1.79 2.59 0.46
H 1.49 1.85 -0.04
H 0.38 2.51 0.59
O 1.32 2.67 0.41
```

Summary:
E_LUMO: 0.133 Eh
Highest occupied orbital energy: -4.0 eV
Multiplicity: 1
Total charge: -1
ΔE to the lowest compared entry with this formula, charge and spin: 0.346 eV

***

3.
Computed, not measured: C28H29ClN6O2S4Ti as an isolated structure, with ωB97M-V with the def2-TZVPD basis set.

The geometry in XYZ format:
```
71
C28H29ClN6O2S4Ti ωB97M-V with the def2-TZVPD basis set
Ti -0.62 -0.56 0.41
C 0.11 0.08 4.06
C -1.31 -0.43 3.83
S -1.94 0.44 2.39
C -3.69 -0.03 2.29
C -4.49 1.26 2.04
S -3.76 2.37 0.81
C -2.92 3.61 1.84
C -1.45 3.88 1.46
S -0.30 3.40 2.79
C 1.16 2.86 1.88
C 1.91 1.75 2.62
S 1.20 0.08 2.59
H 0.59 -0.52 4.83
H 0.07 1.12 4.39
H -1.92 -0.17 4.69
H -1.35 -1.51 3.70
H -3.97 -0.50 3.23
H -3.82 -0.74 1.49
H -4.61 1.82 2.97
H -5.49 1.00 1.69
H -2.99 3.29 2.88
H -3.49 4.53 1.75
H -1.31 4.94 1.25
H -1.18 3.31 0.56
H 1.84 3.69 1.72
H 0.83 2.49 0.90
H 2.08 2.01 3.67
H 2.90 1.63 2.17
Cl -2.01 2.30 -5.86
C -1.56 1.93 -4.22
C -0.90 2.88 -3.46
C -0.55 2.58 -2.15
C -0.85 1.34 -1.61
O -0.48 1.08 -0.30
C -1.49 0.37 -2.39
C -1.68 -1.07 -1.93
O -2.02 -1.12 -0.51
C -1.85 0.69 -3.70
H -0.68 3.85 -3.88
H -0.05 3.31 -1.53
H -2.47 -1.53 -2.51
H -2.35 -0.05 -4.31
C -0.38 -3.34 -2.07
C -0.37 -1.84 -2.13
N 0.58 -1.28 -1.13
C 1.71 -1.89 -1.02
C 1.97 -3.17 -1.62
C 0.81 -3.96 -1.90
C 3.30 -3.72 -1.65
C 4.45 -3.01 -1.73
C 4.58 -1.57 -2.05
C 3.82 -0.93 -3.01
C 4.03 0.43 -3.17
N 4.93 1.11 -2.45
C 5.65 0.38 -1.60
N 5.53 -0.93 -1.36
H -1.29 -3.89 -2.26
H -0.03 -1.57 -3.13
H 2.44 -1.49 -0.32
H 0.90 -5.03 -1.95
H 3.38 -4.80 -1.55
H 5.39 -3.52 -1.56
H 3.12 -1.46 -3.64
H 3.45 1.00 -3.89
H 6.41 0.90 -1.04
N -0.28 -2.23 1.41
C -0.82 -3.15 1.95
N -1.36 -4.14 2.45
C -2.18 -4.21 3.50
N -2.91 -4.32 4.39
```

Summary:
⟨S²⟩: 0.790
E_LUMO (spin up / spin down): -0.145 / -0.195 Eh
Highest occupied orbital energy (spin up / spin down): -11.0 / -11.0 eV
Multiplicity: 2
Total charge: +1
ΔE to the lowest compared entry with this formula, charge and spin: 2.752 eV

***

no.,electronic energy (hartree)
1,-2206.03821
2,-820.35766
3,-4465.61449